Record 1
Here is an isolated molecule of C5H5N3 from OMol25. Energies are from wB97M-V/def2-TZVPD.

```
13
Properties=species:S:1:pos:R:3:forces:R:3:mulliken_charge:R:1
C -2.6351 -1.1866 0.0522 -5.462 -2.974 2.206 -0.244
N -1.6695 -0.4764 -0.1611 2.937 1.321 -0.928 -0.137
N -0.3444 -1.1143 -0.1237 -1.205 2.029 0.566 -0.495
C 0.4807 -0.1013 -0.0213 -3.782 -2.912 -1.389 0.840
C 1.8066 -0.2578 0.3599 4.404 2.064 0.620 -0.403
C 2.2453 1.1467 0.2286 1.032 -6.810 0.394 -0.273
N 1.3369 1.8384 -0.4930 0.177 4.046 -0.552 -0.500
C 0.2090 1.2779 -0.5751 0.403 -0.947 1.581 -0.299
H -3.7558 -0.6922 0.2699 3.136 -1.053 -1.049 0.197
H -2.6440 -2.3326 0.2672 0.425 1.882 -0.491 0.257
H 2.3974 -1.2959 0.6207 -1.817 3.230 -0.459 0.277
H 3.2703 1.4159 0.4765 -0.500 0.708 -0.155 0.363
H -0.6975 1.7781 -0.9008 0.252 -0.585 -0.344 0.417
```
Positions in Å, forces in eV/Å.

energy above the lowest of the compared OMol25 structures with the same formula, charge and spin = 420.01 kJ/mol
highest occupied orbital energy = -8.95 eV
electronic energy = -357.612644 Eh
multiplicity = 1
SMILES string = C=N/N=C1/C=CN=C1
Kohn-Sham gap = 0.2816 Ha
E_LUMO = -0.047 hartree
charge = 0


Record 2
Here is C10H14N3O5Re as an isolated structure from OMol25. Energies are from wB97M-V/def2-TZVPD.

```
33
Properties=species:S:1:pos:R:3:forces:R:3:mulliken_spin:R:1
O -2.9372 1.8620 0.7728 1.124 -1.207 1.249 0.162
C -2.0778 1.3189 1.3033 1.233 1.573 -0.280 0.237
Re 0.5373 -0.0800 -0.2421 0.231 -0.017 0.000 1.042
O -1.4762 -1.4189 1.6879 1.916 1.695 -2.630 0.054
C -0.7956 -0.8397 0.9208 -2.640 -2.243 4.580 -0.016
C 0.8488 -1.8854 -0.8232 1.656 -5.653 -2.005 0.064
O 1.0670 -2.9757 -1.1873 -1.103 4.342 1.488 0.164
C 1.7525 0.4191 -1.7981 3.801 2.240 -3.044 -0.022
O 2.4231 0.6843 -2.6942 -2.335 -1.104 2.719 0.030
C -0.8677 0.2262 -1.5404 -5.467 1.107 -4.516 -0.022
O -1.7511 0.3921 -2.2869 3.770 -0.666 3.108 0.146
H -1.2356 1.2752 2.1247 -2.475 0.283 -0.878 0.076
C 2.4620 -2.0837 2.2242 0.747 0.187 -0.092 -0.012
N 1.7348 -1.0956 3.0282 -0.244 -1.062 0.589 0.540
C 1.0026 -1.6627 4.1614 -0.179 -0.908 0.180 0.001
C 1.6523 0.1864 2.6280 0.011 1.211 -1.940 -0.161
N 1.8977 0.5053 1.2974 0.097 -1.139 -0.011 0.101
N 1.2615 1.1694 3.4461 1.312 -0.437 -0.015 0.376
C 1.2492 1.0270 4.8913 -0.553 0.375 0.796 0.004
C 1.2974 2.5500 2.9905 0.318 0.241 -0.591 -0.001
H 2.9072 -2.8105 2.9109 -0.111 0.088 -0.026 0.015
H 3.2568 -1.5999 1.6450 -0.213 -0.211 0.181 0.011
H 1.7988 -2.6328 1.5404 -0.113 0.168 0.303 0.043
H 1.5380 -1.4759 5.1016 -0.114 -0.025 -0.119 0.042
H -0.0411 -1.3143 4.2198 0.482 0.116 -0.045 0.019
H 0.9952 -2.7509 4.0246 -0.053 0.281 0.006 0.011
H 2.8462 0.2252 0.9950 -0.445 0.625 0.310 0.002
H 2.0931 0.4349 5.2554 -0.110 0.151 -0.114 0.018
H 1.3060 2.0335 5.2988 -0.013 -0.152 0.171 0.004
H 0.3006 0.5896 5.1988 0.017 0.003 0.275 0.019
H 1.6364 2.6543 1.9761 0.103 -0.246 -0.324 0.012
H 0.3269 2.9872 3.0682 -1.015 0.301 0.211 0.025
H 1.9326 3.1346 3.6328 0.366 0.085 0.463 0.016
```
Positions in Å, forces in eV/Å.

highest occupied orbital energy (spin up / spin down) = -18.11 / -20.73 eV
electronic energy = -1006.888048 Eh
multiplicity = 4
Kohn-Sham gap (spin up / spin down) = 0.2067 / 0.1941 Ha
E_LUMO (spin up / spin down) = -0.459 / -0.568 hartree
charge = +3


Record 3
Here is C51H64AsBBrN6OsS as an isolated structure from OMol25. Energies are from wB97M-V/def2-TZVPD.

```
126
Properties=species:S:1:pos:R:3:forces:R:3:mulliken_charge:R:1
Os -0.0075 0.3438 -0.1963 -1.802 -0.989 -1.443 2.503
C -0.1558 2.3313 3.3736 -0.053 0.023 0.195 -1.317
C -0.9204 1.0257 3.5565 0.033 0.223 -0.607 0.184
C -2.3791 1.1039 3.1267 -0.024 -0.012 0.207 -1.835
C -0.1737 -0.1454 2.9584 -0.173 -0.115 0.068 0.132
C 0.3058 -1.0815 3.8495 0.042 -0.006 0.071 -0.938
C 0.9093 -2.0923 3.1396 0.177 0.041 0.029 -0.163
C 1.3896 -3.3040 3.9377 -0.156 -0.101 -0.111 0.097
C 0.1529 -4.0036 4.5336 0.007 0.004 0.012 -1.400
C 2.3467 -4.3420 3.3723 0.009 0.035 0.014 -1.658
N 0.8376 -1.7451 1.8361 -0.293 0.157 -0.152 1.303
N 0.1323 -0.5494 1.7007 0.435 0.035 0.405 0.527
B 1.3561 -2.4365 0.5645 0.161 -0.097 -0.063 -0.275
N 2.3516 -1.5033 -0.2052 0.074 0.018 0.064 0.691
N 1.7701 -0.4924 -0.9187 0.610 0.321 0.479 0.339
C 2.6702 -0.0352 -1.8025 -0.105 -0.015 -0.020 -0.488
C 3.8553 -0.7204 -1.6173 0.047 -0.010 0.003 -1.455
C 3.6275 -1.6530 -0.6246 -0.005 0.058 -0.037 0.542
C 4.6880 -2.6467 -0.2413 -0.034 -0.106 -0.065 0.090
C 4.6455 -3.1848 1.1765 0.004 0.029 0.064 -1.554
C 4.7255 -3.7912 -1.2619 0.021 0.010 -0.007 -1.633
C 2.4016 0.8267 -2.9948 -0.012 -0.090 -0.046 -0.083
C 2.1982 -0.1178 -4.1948 0.031 -0.016 0.020 -1.792
C 1.2418 1.7916 -2.8691 0.171 0.073 -0.035 -1.336
N 0.1807 -2.7230 -0.4005 -0.028 -0.066 0.012 0.792
N -0.3778 -1.6992 -1.1205 0.298 -0.118 -0.027 0.721
C -1.1053 -2.2514 -2.0996 0.126 0.037 -0.112 -1.163
C -1.0392 -3.6383 -1.9806 -0.004 -0.037 -0.018 -1.183
C -0.2385 -3.9094 -0.8980 -0.022 0.009 -0.133 0.304
C 0.0067 -5.2849 -0.3402 0.151 0.042 0.061 -0.079
C 1.4231 -5.8255 -0.5524 -0.020 0.019 -0.011 -1.317
C -0.4346 -5.3571 1.1194 -0.075 -0.063 -0.027 -1.268
C -1.8682 -1.6033 -3.2256 -0.109 0.106 0.170 0.309
C -3.3568 -1.9593 -3.1333 0.022 -0.065 -0.012 -1.718
C -1.6729 -0.1083 -3.3610 0.021 -0.040 -0.022 -1.081
H -0.6809 3.1454 3.8753 -0.007 0.008 -0.015 0.517
H -0.0536 2.5810 2.3248 0.038 0.023 -0.013 0.091
H 0.8479 2.2555 3.7954 -0.007 -0.007 0.002 0.499
H -0.9295 0.8071 4.6247 0.062 -0.057 0.002 0.681
H -2.4731 1.3951 2.0912 -0.054 -0.001 -0.038 0.240
H -2.9007 1.8411 3.7395 0.010 0.014 -0.006 0.559
H -2.8733 0.1380 3.2396 0.004 0.012 0.030 0.413
H 0.2044 -1.0300 4.9203 -0.030 -0.027 -0.015 0.675
H 1.9135 -2.8405 4.7783 -0.008 0.023 0.003 0.687
H -0.4448 -4.4856 3.7609 -0.002 -0.004 -0.020 0.203
H -0.4909 -3.3054 5.0656 0.005 -0.006 -0.005 0.425
H 0.4768 -4.7721 5.2361 -0.006 0.002 -0.001 0.461
H 1.9852 -4.8196 2.4657 0.012 -0.011 -0.018 0.220
H 2.4718 -5.1230 4.1238 0.001 0.006 -0.006 0.588
H 3.3250 -3.9177 3.1880 0.068 0.025 -0.059 0.291
H 1.9145 -3.4435 0.8296 -0.040 0.020 0.137 -0.788
H 4.7696 -0.5878 -2.1721 -0.011 -0.010 -0.001 0.736
H 5.6168 -2.0821 -0.3558 -0.012 0.031 -0.005 0.682
H 3.9990 -4.0556 1.2324 -0.053 -0.017 0.044 0.051
H 4.2896 -2.4349 1.8846 0.010 -0.004 0.013 0.342
H 5.6443 -3.4948 1.4855 -0.013 -0.022 -0.007 0.488
H 3.7849 -4.3433 -1.2530 0.003 -0.009 0.008 0.265
H 5.5316 -4.4839 -1.0162 -0.011 -0.005 0.002 0.419
H 4.8922 -3.4182 -2.2725 -0.010 -0.001 0.002 0.413
H 3.3149 1.3969 -3.1779 -0.028 0.057 0.001 0.809
H 1.3484 -0.7827 -4.0227 -0.006 0.010 -0.004 0.297
H 3.0771 -0.7408 -4.3558 -0.006 -0.004 0.005 0.473
H 2.0140 0.4584 -5.1026 -0.004 -0.002 0.004 0.441
H 0.4509 1.4119 -2.1943 -0.066 -0.014 -0.054 -0.840
H 0.7749 1.9494 -3.8386 -0.012 -0.031 0.025 0.948
H 1.5459 2.7580 -2.4814 -0.018 -0.029 0.046 0.540
H -1.5200 -4.3605 -2.6195 -0.018 0.007 0.023 0.657
H -0.6603 -5.9269 -0.9200 -0.009 0.009 -0.017 0.580
H 2.1565 -5.3051 0.0611 0.005 -0.006 0.014 0.030
H 1.7231 -5.7351 -1.5975 0.005 0.002 0.005 0.375
H 1.4536 -6.8821 -0.2829 0.001 0.004 -0.003 0.531
H 0.0863 -4.6111 1.7120 0.004 0.013 0.029 -0.106
H -0.2248 -6.3425 1.5387 0.011 0.009 0.007 0.409
H -1.5053 -5.1679 1.2118 0.007 0.024 0.001 0.461
H -1.4768 -2.0709 -4.1347 0.025 -0.001 0.000 0.617
H -3.7664 -1.6520 -2.1728 -0.005 0.038 -0.010 0.306
H -3.5123 -3.0330 -3.2367 -0.011 0.008 0.010 0.486
H -3.9143 -1.4577 -3.9259 0.001 -0.009 0.002 0.458
H -2.0753 0.4134 -2.4927 -0.011 0.007 -0.025 -0.239
H -2.2038 0.2592 -4.2416 -0.010 -0.003 0.007 0.794
H -0.6193 0.1370 -3.4756 -0.015 -0.016 -0.023 -0.272
S -2.3381 -0.4510 0.2018 0.106 0.153 0.307 -0.218
C -3.6418 0.5550 -0.4179 0.032 -0.125 -0.096 1.597
C -4.9323 0.0266 -0.5278 0.028 -0.003 0.074 -1.022
C -5.9331 0.7906 -1.1015 -0.007 0.044 -0.016 -0.899
C -5.6784 2.0757 -1.5815 -0.022 -0.035 0.031 -0.941
C -4.4119 2.6155 -1.4457 -0.045 -0.001 0.099 -0.546
C -3.4166 1.8484 -0.8514 0.031 -0.237 -0.079 -0.701
As -1.6749 2.4596 -0.4202 0.469 0.984 0.460 0.794
C -2.0904 3.7341 1.0096 0.069 -0.069 0.087 1.214
C -1.1435 4.6504 1.4634 -0.011 -0.008 -0.011 -0.305
C -1.4676 5.5627 2.4540 -0.009 0.020 -0.009 -0.796
C -2.7373 5.5592 3.0153 0.008 -0.024 0.030 -0.990
C -3.6836 4.6516 2.5670 -0.018 0.020 -0.024 -0.718
C -3.3649 3.7447 1.5645 -0.016 0.070 -0.082 -1.070
C -1.3907 3.7668 -1.8638 0.125 -0.126 -0.072 0.721
C -1.3767 5.1409 -1.6322 0.038 -0.044 -0.039 -0.735
C -1.2287 6.0267 -2.6920 -0.003 0.007 -0.002 -0.707
C -1.1078 5.5579 -3.9902 0.019 0.000 -0.001 -0.833
C -1.1508 4.1926 -4.2294 -0.028 -0.002 -0.013 -0.731
C -1.2951 3.3065 -3.1734 -0.220 0.019 -0.022 -0.822
H -5.1411 -0.9752 -0.1728 0.005 -0.002 -0.028 0.592
H -6.9280 0.3734 -1.1910 0.003 0.006 -0.003 0.413
H -6.4679 2.6504 -2.0459 -0.003 -0.008 -0.004 0.448
H -4.2014 3.6248 -1.7789 0.020 -0.009 -0.025 0.538
H -0.1428 4.6580 1.0544 0.002 -0.012 0.018 0.242
H -0.7242 6.2749 2.7883 0.008 -0.024 0.020 0.466
H -2.9832 6.2543 3.8074 -0.014 0.030 -0.039 0.401
H -4.6788 4.6464 2.9923 0.010 -0.008 0.007 0.449
H -4.1209 3.0496 1.2242 0.009 -0.024 0.029 0.313
H -1.5001 5.5392 -0.6385 0.022 0.023 0.000 0.530
H -1.2160 7.0906 -2.4949 -0.013 -0.003 0.003 0.478
H -0.9935 6.2522 -4.8123 0.000 -0.004 0.007 0.402
H -1.0772 3.8142 -5.2412 -0.018 -0.002 0.002 0.492
H -1.3636 2.2509 -3.3845 -0.014 0.030 -0.004 0.624
Br 4.6834 4.6832 2.1257 0.030 0.026 0.015 -0.176
C 3.3731 3.5121 1.4392 0.012 -0.034 -0.017 -0.553
C 3.3242 2.1968 1.8743 0.013 -0.001 -0.026 -0.828
C 2.3481 1.3509 1.3766 -0.019 0.028 -0.053 0.172
C 1.3816 1.7756 0.4479 0.120 -0.027 0.403 1.214
C 1.4994 3.0959 0.0106 0.027 -0.021 0.017 -0.070
C 2.4738 3.9629 0.4930 -0.009 -0.009 -0.020 -0.399
H 4.0435 1.8375 2.5984 -0.003 -0.001 -0.009 0.552
H 2.3512 0.3290 1.7321 0.004 0.012 0.023 0.052
H 0.8267 3.4958 -0.7355 -0.043 0.044 0.057 0.073
H 2.5248 4.9828 0.1335 -0.006 -0.001 0.004 0.576
```
Positions in Å, forces in eV/Å.

energy above the lowest of the compared OMol25 structures with the same formula, charge and spin = 156.21 kJ/mol
highest occupied orbital energy = -10.02 eV
electronic energy = -7633.672979 Eh
multiplicity = 1
Kohn-Sham gap = 0.2260 Ha
E_LUMO = -0.142 hartree
charge = +1


Record 4
Here is C3H6N4S as an isolated structure from OMol25. Energies are from wB97M-V/def2-TZVPD.

```
14
Properties=species:S:1:pos:R:3:forces:R:3:mulliken_charge:R:1
C -1.4069 -0.4227 -0.2110 0.911 -0.175 1.279 0.413
C 0.7598 0.6577 -0.1424 -4.327 -2.207 -0.564 0.649
C 1.3592 -0.7321 -0.1346 0.297 -1.175 -0.353 -0.277
H -2.7031 -1.2173 1.3545 1.564 1.062 -0.492 0.241
H -1.4074 0.1083 1.8443 -2.041 -2.927 -2.460 0.276
H -1.3384 -0.6567 -2.0524 0.289 -0.630 0.409 0.287
H 1.0910 2.6881 -0.1141 0.914 -2.450 -0.201 0.297
H 2.6673 1.6319 0.3992 -4.811 -0.009 -2.783 0.333
H 0.4926 -1.4444 -0.4250 1.925 0.670 0.699 0.347
N -1.8352 -0.6693 1.1272 1.204 2.074 0.691 -0.442
N -1.5708 -1.2102 -1.2126 -1.109 0.979 0.281 -0.693
N -0.5969 0.7556 -0.2701 2.967 0.110 0.780 -0.721
N 1.5391 1.7104 -0.2201 4.744 3.619 2.876 -0.517
S 2.9496 -1.1992 0.0570 -2.527 1.059 -0.162 -0.191
```
Positions in Å, forces in eV/Å.

energy above the lowest of the compared OMol25 structures with the same formula, charge and spin = 309.01 kJ/mol
highest occupied orbital energy = -8.81 eV
electronic energy = -735.028104 Eh
multiplicity = 1
Kohn-Sham gap = 0.2737 Ha
E_LUMO = -0.050 hartree
charge = 0


Record 5
Here is a 2-piece molecular cluster, C12H16N4O4PS overall from OMol25. Energies are from wB97M-V/def2-TZVPD.

```
38
Properties=species:S:1:pos:R:3:forces:R:3:mulliken_charge:R:1
C 5.8473 0.6543 1.8991 -0.928 0.336 0.359 -1.202
C 4.2569 0.7704 1.6950 -0.862 -0.228 -0.589 0.386
C 3.3639 1.0137 2.9395 -0.855 -0.655 -3.848 -0.258
N 1.9642 1.1062 2.7826 4.097 -0.209 -0.142 -0.939
N 1.4739 0.9818 1.5644 -0.620 0.090 -2.749 0.857
C -0.0471 1.0536 1.5127 -0.873 -0.634 0.914 -0.696
C -0.5738 -0.4663 1.4008 -2.690 -1.512 -1.789 0.480
O -1.6192 -0.7826 0.7778 4.661 1.586 2.961 -0.435
O 0.2161 -1.4489 2.1078 -0.918 1.814 -1.624 -0.449
C 2.0677 0.7669 0.2792 4.388 -0.966 2.171 0.426
P 1.1147 0.6337 -1.3792 -1.950 3.386 -1.280 0.101
N 0.5584 2.1122 -1.7396 1.082 -1.899 0.224 -0.633
C 3.6499 0.6300 0.2681 -2.380 0.731 4.015 0.423
N 4.4499 0.3609 -0.9316 -1.448 5.192 -0.686 -0.444
C 4.3821 1.3699 -1.7890 -1.797 -2.789 -1.939 0.339
S 3.9556 2.1263 -3.2155 1.831 -1.718 4.468 -0.025
H 6.3786 0.7098 0.8889 -0.759 -0.012 1.592 0.329
H 6.1629 1.5064 2.6160 -0.410 -1.283 -1.389 0.361
H 6.1295 -0.3193 2.4396 -0.613 1.304 -0.935 0.325
H 3.8317 1.0809 3.9837 -1.072 -0.016 -1.774 0.389
H -0.4238 1.7434 0.6849 0.726 -1.172 0.796 0.422
H -0.4586 1.4815 2.5049 1.014 -0.774 -1.492 0.343
H 1.0337 -1.6559 1.6019 -0.677 0.176 0.415 0.322
H -0.0459 -0.2048 -1.2385 1.193 -0.253 0.518 0.076
H 1.9524 0.1274 -2.4244 0.021 -0.490 1.098 0.258
H 0.9120 2.4173 -2.6583 -0.164 -0.001 0.684 0.236
O -5.9689 -2.0930 -3.7510 0.072 0.662 0.668 -0.556
C -5.5645 -1.6939 -2.6905 -0.144 -0.513 -1.162 0.459
O -5.6932 -0.4080 -2.2601 -0.094 -0.261 -0.204 -0.359
C -5.0082 -0.2543 -1.0128 0.054 0.351 0.309 -0.319
C -4.9159 -1.6469 -0.4353 0.164 -0.292 0.647 -0.335
C -4.8118 -2.5093 -1.6745 -0.131 -0.052 0.557 -0.370
H -4.0231 0.1814 -1.2072 -0.027 -0.014 -0.010 0.176
H -5.5713 0.4203 -0.3653 -0.012 0.044 -0.272 0.322
H -4.0813 -1.7715 0.2568 -0.078 0.100 -0.048 0.206
H -5.8387 -1.8872 0.1023 0.100 0.059 -0.046 0.271
H -3.7767 -2.6238 -2.0055 -0.089 -0.102 -0.085 0.224
H -5.2793 -3.4828 -1.5277 0.191 0.012 -0.335 0.291
```
Positions in Å, forces in eV/Å.

energy above the lowest of the compared OMol25 structures with the same formula, charge and spin = 428.54 kJ/mol
highest occupied orbital energy = -11.61 eV
electronic energy = -1725.883371 Eh
multiplicity = 1
Kohn-Sham gap = 0.2189 Ha
E_LUMO = -0.208 hartree
charge = +1


Record 6
Here is an isolated molecule of C5H8N2 from OMol25. Energies are from wB97M-V/def2-TZVPD.

```
15
Properties=species:S:1:pos:R:3:forces:R:3:mulliken_charge:R:1
C 0.7948 0.9469 1.4162 0.040 0.090 0.141 -0.920
N -0.0041 0.0745 0.5832 -0.002 -0.069 -0.113 0.130
C -0.5062 -1.1437 0.9532 0.076 -0.105 0.049 -0.393
C -0.8125 -1.8493 -0.1830 0.029 -0.028 0.054 -0.505
C -0.4863 -1.0220 -1.2970 -0.059 0.112 -0.034 -0.630
C -0.0041 0.1625 -0.7879 -0.144 -0.069 0.155 0.279
N 0.2840 1.4416 -1.3212 -0.084 -0.030 -0.296 -0.517
H 0.8410 1.9299 0.9465 -0.030 -0.145 0.161 0.345
H 0.3574 1.0252 2.4132 0.033 -0.019 -0.100 0.309
H 1.8143 0.5514 1.4912 -0.116 0.091 0.108 0.292
H -0.6137 -1.3891 2.0013 0.082 -0.068 -0.174 0.361
H -1.2534 -2.8373 -0.2122 0.089 0.164 -0.018 0.390
H -0.6346 -1.2511 -2.3455 -0.031 0.087 0.195 0.383
H 0.8190 1.4400 -2.1785 -0.063 -0.179 0.028 0.252
H -0.5955 1.9205 -1.4794 0.181 0.170 -0.156 0.226
```
Positions in Å, forces in eV/Å.

energy above the lowest of the compared OMol25 structures with the same formula, charge and spin = 45.60 kJ/mol
highest occupied orbital energy = -7.92 eV
electronic energy = -304.818126 Eh
multiplicity = 1
SMILES string = Cn1cccc1N
Kohn-Sham gap = 0.3289 Ha
E_LUMO = 0.038 hartree
charge = 0